Molecular formula: C5H10O
Method: DFT, wB97M-V/def2-TZVPD

Geometry as XYZ:
```
16
Properties=species:S:1:pos:R:3:forces:R:3:mulliken_charge:R:1
C -0.854274 -0.204054 -1.296182 0.0 0.0 0.0 -1.53
C 0.167577 0.007483 -0.200223 -0.1 -0.1 0.0 1.35
C 1.463263 -0.768600 -0.324932 0.0 0.0 -0.1 -1.47
C 0.243907 1.352068 0.488486 0.0 0.2 0.0 -1.01
C -0.325249 0.175148 1.211455 0.3 0.0 0.1 -0.12
O -1.688885 0.243582 1.504996 -0.2 -0.2 -0.1 -0.55
H -1.059256 -1.274194 -1.431311 0.0 0.1 0.0 0.34
H -1.798874 0.290664 -1.049799 0.2 -0.1 -0.1 0.39
H -0.501475 0.189010 -2.257043 0.0 0.0 0.2 0.34
H 2.223088 -0.365558 0.356335 -0.1 -0.2 -0.1 0.35
H 1.867813 -0.719025 -1.339722 0.0 0.1 0.0 0.38
H 1.309433 -1.826034 -0.088132 0.0 0.0 0.0 0.31
H 1.215961 1.739274 0.785248 -0.2 -0.1 -0.1 0.25
H -0.484176 2.107838 0.206502 0.1 -0.1 0.0 0.29
H 0.274325 -0.298794 1.987758 0.0 0.1 0.0 0.34
H -2.053178 -0.648806 1.446565 0.0 0.1 0.0 0.34
```
Forces are in eV/Å.

Results
net charge: 0
frontier orbital gap: 10.34 eV
calculated total energy: -271.7151 hartree
structure (SMILES): CC1(C)C[C@H]1O
spin multiplicity: 1
highest occupied orbital energy: -9.44 eV